# 1
# C24H21FINOPtSi

A molecular structure, C24H21FINOPtSi at a distorted geometry (ωB97M-V/def2-TZVPD, OMol25).

## Properties
* Kohn-Sham gap (spin up / spin down): 3.14 / 3.33 eV
* HOMO energy (spin up / spin down): 0.0352 / 0.0273 hartree
* energy above the lowest of the compared OMol25 structures with the same formula, charge and spin: 125.33 kcal/mol

```
! RIJCOSX wB97M-V def2-TZVPD def2/J DEFGRID3
* xyz -2 1
Pt 0.063 0.026 0.021
O 1.872 0.093 -0.025
F -2.149 -0.936 -5.665
C -2.133 -0.733 -4.287
C -2.036 0.553 -3.789
C -2.029 0.763 -2.422
C -2.112 -0.314 -1.506
C -2.152 -0.120 -0.075
C -2.227 -1.614 -2.069
C -2.229 -1.816 -3.440
H -1.969 1.388 -4.478
H -1.959 1.775 -2.048
H -2.461 -0.960 0.538
H -2.590 0.799 0.308
H -2.319 -2.470 -1.412
H -2.317 -2.814 -3.855
I -0.656 -2.910 1.754
C -0.250 -1.180 2.871
C -0.285 -1.287 4.253
C -0.016 -0.159 5.006
C 0.276 1.015 4.338
C 0.278 1.004 2.955
N 0.018 -0.065 2.214
H -0.516 -2.230 4.729
H -0.032 -0.201 6.090
H 0.498 1.930 4.875
H 0.495 1.906 2.372
C 3.765 5.483 0.078
C 3.346 4.923 -1.121
C 2.239 4.084 -1.152
C 1.520 3.772 0.008
C 1.967 4.346 1.202
C 3.068 5.192 1.241
Si 0.010 2.601 -0.041
C -1.467 3.831 -0.032
C -1.916 4.366 1.181
C -2.981 5.256 1.246
C -3.641 5.638 0.088
C -3.219 5.125 -1.131
C -2.150 4.240 -1.186
H 4.627 6.142 0.105
H 3.882 5.145 -2.039
H 1.931 3.662 -2.100
H 1.445 4.139 2.131
H 3.386 5.625 2.185
H 0.053 2.004 -1.417
H -1.423 4.085 2.106
H -3.298 5.652 2.206
H -4.474 6.332 0.133
H -3.723 5.420 -2.046
H -1.842 3.870 -2.158
*
```

Here are the Mulliken charges for atoms 1 to 8, given in e:
1 Pt 1.454
2 O -0.998
3 F -0.399
4 C 0.407
5 C -0.674
6 C -0.017
7 C 0.133
8 C -1.326



# 2
# C4H12O

2 unconnected molecules or ions with the total composition C4H12O at a distorted geometry (ωB97M-V/def2-TZVPD, OMol25).

## Properties
* SMILES string: CC(C)C.O
* Kohn-Sham gap: 11.88 eV
* HOMO energy: -0.4067 hartree
* energy above the lowest of the compared OMol25 structures with the same formula, charge and spin: 2.97 kcal/mol

```
! RIJCOSX wB97M-V def2-TZVPD def2/J DEFGRID3
* xyz 0 1
C 0.100 0.468 -1.114
C -1.203 1.468 0.796
C -1.729 -0.839 -0.064
C -0.602 0.194 0.246
H 0.966 1.151 -1.110
H -0.669 0.881 -1.789
H 0.424 -0.510 -1.507
H -0.355 2.173 0.823
H -1.614 1.372 1.815
H -1.985 1.884 0.139
H -2.375 -0.806 0.830
H -1.374 -1.874 -0.203
H -2.331 -0.552 -0.943
H 0.149 -0.218 0.950
O 4.011 -1.398 0.669
H 3.796 -1.406 -0.291
H 4.792 -1.990 0.754
*
```

Here are the Mulliken charges for atoms 1 to 8, given in e:
1 C -1.314
2 C -1.298
3 C -1.271
4 C 0.614
5 H 0.362
6 H 0.348
7 H 0.306
8 H 0.353



# 3
# C5H18NO2

3 unconnected molecules or ions with the total composition C5H18NO2 at a distorted geometry (ωB97M-V/def2-TZVPD, OMol25).

## Properties
* Kohn-Sham gap: 11.30 eV
* HOMO energy: -0.5345 hartree
* energy above the lowest of the compared OMol25 structures with the same formula, charge and spin: 19.00 kcal/mol

```
! RIJCOSX wB97M-V def2-TZVPD def2/J DEFGRID3
* xyz 1 1
C 0.867 0.511 -0.266
C 0.656 -0.807 0.458
C 1.541 -1.877 -0.195
C -0.856 -1.072 0.574
C -1.103 -2.429 1.231
N 0.447 1.796 0.424
H 1.890 0.774 -0.544
H 0.384 0.459 -1.233
H 1.024 -0.623 1.479
H 1.356 -2.831 0.289
H 2.559 -1.531 -0.103
H 1.181 -2.037 -1.209
H -1.379 -0.939 -0.373
H -1.291 -0.298 1.211
H -0.476 -2.547 2.120
H -0.667 -3.208 0.604
H -2.130 -2.661 1.490
H 0.364 1.777 1.439
H -0.400 2.151 -0.024
H 1.057 2.550 0.205
H 0.372 2.629 -3.212
H 1.751 2.046 -2.737
O 0.824 2.154 -2.502
H -3.197 1.514 0.068
H -2.393 2.719 0.286
O -2.377 1.779 0.520
*
```

Here are the Mulliken charges for atoms 1 to 8, given in e:
1 C -1.321
2 C 0.635
3 C -1.629
4 C -0.251
5 C -1.428
6 N -0.110
7 H 0.398
8 H 0.532